(1)
The following is a DFT calculation (ωB97M-V/def2-TZVPD) of one molecule with the formula C4H8O2.

XYZ file:
```
14
Properties=species:S:1:pos:R:3:nbo_charge:R:1
C -0.2410 1.2679 -0.9786 -0.61
C -0.3728 0.3252 0.2182 -0.35
C 0.7710 0.5267 1.2005 0.46
O 1.9298 0.5245 0.8577 -0.53
C -0.3200 -1.1288 -0.2571 -0.05
O -0.1962 -2.0019 0.8542 -0.73
H -0.3830 2.3153 -0.6942 0.22
H -0.9810 1.0211 -1.7482 0.21
H 0.7600 1.1669 -1.4103 0.22
H -1.3197 0.4929 0.7460 0.21
H 0.5008 0.6647 2.2663 0.12
H -1.2391 -1.3640 -0.8117 0.17
H 0.5284 -1.2332 -0.9465 0.18
H 0.5630 -2.5773 0.7037 0.48
```

Calculated values
SMILES string: C[C@H](C=O)CO
Net charge: 0
Energy above the lowest of the compared OMol25 structures with the same formula, charge and spin: 28.1 kcal per mole
Orbital gap: 10.67 eV



(2)
The following is a DFT calculation (ωB97M-V/def2-TZVPD) of a 3-piece molecular cluster, C27H31Br4F6N4O5PS2 overall at a distorted geometry.

XYZ file:
```
80
Properties=species:S:1:pos:R:3:lowdin_charge:R:1
N -3.3348 0.9713 -0.1322 -0.28
P -2.5760 0.4880 -1.4542 0.78
C -1.2956 -0.8744 -1.2027 -0.39
C -0.7450 -1.7636 -2.4047 -0.14
O 0.1015 -2.6574 -2.0942 0.10
C -1.1451 -1.7190 -3.9480 -0.21
F 0.0723 -1.4297 -4.6747 0.06
F -2.0729 -0.7305 -4.3308 0.07
C -1.5517 -3.2225 -4.3910 -0.19
F -2.2837 -3.8283 -3.3255 0.07
F -0.3841 -4.0248 -4.6316 0.09
C -2.4222 -3.3097 -5.7337 -0.20
F -3.6850 -2.6838 -5.6665 0.08
F -2.6908 -4.7162 -5.9383 0.05
C -1.5422 -2.8635 -7.0183 -0.28
O -1.3760 -1.6728 -7.3432 0.12
O -0.9082 -3.9182 -7.7512 0.07
N -2.0512 -1.8409 -0.3073 -0.02
C -1.5816 -1.8581 1.1223 -0.30
O -2.2470 -1.9649 2.1707 0.08
C 0.0072 -1.6376 0.8999 -0.12
C 0.9711 -1.5061 2.1709 -0.14
O 2.2480 -2.1890 1.8898 -0.15
C 2.9203 -1.4708 0.8429 -0.20
C 3.5195 -0.0686 1.2038 -0.02
C 4.2223 0.8088 0.1421 -0.05
C 4.2995 0.2192 -1.3111 -0.07
C 3.7368 -1.2054 -1.6603 -0.06
C 3.0218 -2.1094 -0.5863 0.00
C -0.0841 -0.4562 -0.1729 -0.19
C 0.0148 1.0758 0.3033 -0.15
C -0.7543 1.4056 1.6804 -0.24
C -1.0613 3.0102 1.6754 -0.44
S -0.0749 3.7744 3.0966 0.80
C 0.0511 5.5888 2.8317 -0.97
S -1.2416 6.3791 2.0701 0.62
N 1.2191 6.3933 3.2543 -0.19
C 1.7229 7.4129 2.3443 -0.06
C 2.9324 8.0856 3.0898 -0.09
N 2.9952 7.3698 4.3484 -0.03
C 1.9848 6.3761 4.4969 -0.11
H -4.3440 0.7886 -0.2218 -0.02
H -3.5927 -0.0641 -2.3342 0.03
H -1.9107 1.5699 -2.1397 0.01
H -0.0739 -3.5861 -8.1526 0.14
H -2.1107 -2.7833 -0.7184 0.06
H 0.3040 -2.6794 0.4878 0.17
H 1.1870 -0.4396 2.5110 0.08
H 0.5015 -2.1179 3.0316 0.15
H 3.3971 0.2828 2.2923 0.03
H 4.6206 1.8366 0.4348 0.09
H 4.7826 0.8699 -2.1096 0.08
H 3.8069 -1.6275 -2.7264 0.09
H 2.5930 -3.1445 -0.8279 0.11
H 0.8274 -0.5261 -0.8870 0.13
H 1.1382 1.2657 0.5181 0.12
H -0.2443 1.8241 -0.5416 0.10
H -0.0939 1.2463 2.6201 0.08
H -1.6941 0.7805 1.8563 0.09
H -0.6456 3.5046 0.7291 0.08
H -2.1617 3.2402 1.8735 0.08
H 1.3012 7.6598 1.3077 0.10
H 3.5679 8.9301 2.6720 0.09
H 1.7799 5.6722 5.3807 0.13
Br 3.0746 -0.3107 4.8931 0.69
C 4.4966 0.6753 5.7904 -0.67
C 4.1067 2.1155 6.0120 -0.69
Br 4.2449 3.1484 4.3641 0.61
H 5.3951 0.5594 5.1840 0.06
H 4.6392 0.1639 6.7437 0.06
H 4.7954 2.5976 6.7078 0.06
H 3.0864 2.2342 6.3765 0.05
Br -4.6587 -3.6259 -0.1573 0.69
C -5.8433 -4.8550 -1.0994 -0.68
C -5.6240 -4.7914 -2.5907 -0.69
Br -6.4438 -3.1982 -3.3596 0.61
H -6.8618 -4.6053 -0.8017 0.05
H -5.5899 -5.8445 -0.7153 0.06
H -6.1136 -5.6305 -3.0876 0.06
H -4.5710 -4.7733 -2.8709 0.03
```

Calculated values
SMILES string: N=[PH2][C@]1(C(=O)C(F)(F)C(F)(F)C(F)(F)C(=O)O)NC(=O)[C@H](COc2ccccc2)[C@@H]1CCCSC(=S)n1ccnc1.BrCCBr.BrCCBr
Net charge: 0
Orbital gap: 7.00 eV



(3)
The following is a DFT calculation (ωB97M-V/def2-TZVPD) of a 14-piece molecular cluster, C19H65BFO16 overall.

XYZ file:
```
102
Properties=species:S:1:pos:R:3:lowdin_charge:R:1
C -0.2817 -1.0708 -0.0967 -0.10
C 1.1160 -1.2462 0.4958 -0.25
C 1.1601 -1.1456 2.0404 -0.18
C 2.0723 -0.0079 2.5447 -0.14
C 1.6735 1.4087 2.1224 -0.31
C 2.8242 2.4062 2.0248 -0.16
O 2.3057 3.4583 1.2473 0.01
B 1.4637 2.7962 0.2363 -1.12
O 2.1611 2.5597 -1.0460 0.05
F 0.3545 3.6281 -0.0511 0.10
O 1.1201 1.4857 0.8239 0.03
H -0.2953 -1.4275 -1.1357 0.07
H -1.0407 -1.6614 0.4338 0.05
H -0.5451 -0.0145 -0.0758 0.06
H 1.7331 -0.4501 0.0743 0.08
H 1.5432 -2.2079 0.1741 0.10
H 1.5579 -2.0825 2.4508 0.08
H 0.1392 -1.0410 2.4362 0.11
H 2.0742 -0.0096 3.6469 0.11
H 3.1063 -0.2576 2.2630 0.10
H 0.9389 1.7950 2.8562 0.15
H 3.1992 2.7608 2.9943 0.13
H 3.6402 1.9206 1.4623 0.11
H 2.6727 1.7629 -0.9092 0.04
C 3.9729 -0.2293 -2.5659 -0.14
O 2.6957 0.2233 -2.1668 -0.13
H 4.0968 -1.2305 -2.1549 0.08
H 4.1047 -0.2715 -3.6521 0.07
H 4.7247 0.4244 -2.1134 0.07
H 2.5731 1.1297 -2.4678 0.06
C -3.8611 -2.1713 -0.5690 -0.15
O -3.2645 -2.8112 0.5476 -0.12
H -3.3364 -1.2334 -0.7446 0.08
H -3.7903 -2.7954 -1.4635 0.07
H -4.9191 -1.9634 -0.3746 0.05
H -3.7122 -3.6519 0.6854 0.04
C -4.7724 -5.9603 -2.0910 -0.14
O -4.7985 -5.2320 -0.8691 -0.13
H -3.7885 -5.7939 -2.5252 0.08
H -4.9026 -7.0346 -1.9301 0.07
H -5.5328 -5.5816 -2.7747 0.05
H -5.6537 -5.3509 -0.4501 0.07
C -1.3748 5.2262 -1.8320 -0.13
O -1.4660 6.0226 -3.0217 -0.13
H -2.2891 5.3961 -1.2679 0.08
H -1.2956 4.1657 -2.0687 0.07
H -0.5223 5.4933 -1.2091 0.05
H -0.6739 5.8584 -3.5369 0.06
C 1.6283 7.1069 -0.0854 -0.15
O 1.9212 7.2810 -1.4714 -0.13
H 2.4356 7.5891 0.4633 0.07
H 0.6842 7.5919 0.1816 0.08
H 1.5830 6.0530 0.2012 0.07
H 1.2212 6.8498 -1.9667 0.05
C -1.0099 0.9153 -3.0815 -0.17
O -1.7212 1.3594 -1.9427 -0.13
H -1.6661 0.2262 -3.6149 0.07
H -0.7504 1.7377 -3.7576 0.07
H -0.0950 0.3816 -2.8085 0.06
H -1.1265 1.9216 -1.4304 0.06
C -7.2366 -1.0072 1.1507 -0.14
O -7.3553 -2.4288 1.2026 -0.13
H -6.1985 -0.7820 0.9242 0.07
H -7.8700 -0.6001 0.3589 0.08
H -7.4979 -0.5323 2.0988 0.08
H -8.2694 -2.6418 1.3996 0.07
C 4.9901 5.2613 -1.3210 -0.17
O 4.7436 3.9845 -0.7865 -0.13
H 6.0577 5.3199 -1.5425 0.07
H 4.4333 5.4423 -2.2465 0.08
H 4.7383 6.0633 -0.6186 0.07
H 3.7890 3.8697 -0.6332 0.05
C -6.5383 -4.9979 3.4150 -0.17
O -5.5557 -4.7040 2.4422 -0.12
H -6.2287 -5.9124 3.9179 0.08
H -6.6272 -4.2024 4.1610 0.08
H -7.5221 -5.1675 2.9628 0.07
H -5.8247 -3.8920 1.9945 0.04
C 6.6190 0.4929 2.7131 -0.17
O 5.3876 0.3322 2.0485 -0.13
H 6.4029 0.4921 3.7815 0.08
H 7.3211 -0.3231 2.5019 0.07
H 7.1061 1.4401 2.4592 0.07
H 5.5726 0.3415 1.1004 0.05
C 1.9526 -4.8673 4.5124 -0.17
O 2.0556 -4.6146 3.1242 -0.12
H 2.7053 -4.2480 4.9965 0.08
H 0.9722 -4.5908 4.9117 0.08
H 2.1516 -5.9148 4.7635 0.07
H 1.3869 -5.1264 2.6646 0.08
C -6.6697 -2.6179 -3.5735 -0.14
O -6.9903 -3.9944 -3.7453 -0.13
H -5.5944 -2.5316 -3.7102 0.08
H -7.1685 -1.9860 -4.3129 0.07
H -6.9151 -2.2627 -2.5696 0.07
H -7.9339 -4.1085 -3.6189 0.07
C 7.8617 0.7782 -0.6844 -0.15
O 6.5492 1.2351 -0.4118 -0.13
H 7.9470 -0.2112 -0.2388 0.08
H 8.0526 0.6912 -1.7578 0.08
H 8.6238 1.4250 -0.2404 0.08
H 6.4273 2.1128 -0.7871 0.07
```

Calculated values
Net charge: -1
Energy above the lowest of the compared OMol25 structures with the same formula, charge and spin: 2.9 kcal per mole
Orbital gap: 6.88 eV



(4)
The following is a DFT calculation (ωB97M-V/def2-TZVPD) of a 2-piece molecular cluster, C22H35ClF13NO5P overall.

XYZ file:
```
78
Properties=species:S:1:pos:R:3:lowdin_charge:R:1
C 2.6920 -3.9461 2.1787 -0.13
O 2.0923 -3.6107 0.9555 -0.19
C 2.6806 -2.4544 0.3672 -0.25
C 2.1494 -2.2902 -1.0409 -0.19
C 2.8974 -1.2180 -1.8404 -0.26
C 2.8679 0.2018 -1.2587 -0.32
P 1.1875 1.1879 -1.3973 0.58
C 1.2894 1.1053 -3.3439 -0.32
C 0.3077 0.1207 -3.9997 -0.34
C -0.5878 0.8048 -5.0211 -0.58
Cl -2.1577 -0.0768 -5.2689 0.48
C 1.0690 1.2759 0.5395 -0.32
C 2.0640 2.2604 1.1689 -0.23
C 1.4454 3.5970 1.5920 -0.15
O 1.5790 3.8268 3.0208 -0.02
C 2.8082 4.1139 3.4640 -0.58
C 3.0153 3.6699 4.8870 0.01
O 3.6523 4.6578 2.8075 0.10
C -0.4767 2.2419 -1.5440 -0.28
C -1.7433 1.3918 -1.4714 -0.16
C -2.9426 2.1150 -0.9142 -0.44
F -2.9832 3.4378 -1.2363 0.11
F -2.9459 2.0506 0.4466 0.10
C -4.2835 1.5404 -1.4388 -0.34
F -4.2793 0.1924 -1.2975 0.14
F -4.3481 1.8060 -2.7520 0.15
C -5.6141 2.0850 -0.7908 -0.34
F -5.3842 2.8792 0.2651 0.16
F -6.2710 2.8196 -1.7042 0.16
C -6.6322 0.9916 -0.3505 -0.34
F -7.7347 1.6590 0.0572 0.14
F -6.9735 0.2674 -1.4212 0.17
C -6.1840 0.0304 0.8128 -0.35
F -6.1188 -1.2242 0.3470 0.17
F -4.9806 0.3843 1.2833 0.17
C -7.1510 -0.0083 2.0277 -0.54
F -8.3752 -0.3962 1.6505 0.18
F -7.2304 1.1831 2.6263 0.18
F -6.6835 -0.8953 2.9166 0.18
H 2.8879 -3.0605 2.7964 0.09
H 3.6465 -4.4679 2.0296 0.06
H 2.0162 -4.6194 2.7120 0.08
H 2.4285 -1.5855 0.9883 0.10
H 3.7762 -2.5627 0.3566 0.13
H 1.0765 -2.0922 -0.9983 0.10
H 2.2710 -3.2583 -1.5416 0.11
H 2.5244 -1.2275 -2.8694 0.08
H 3.9440 -1.5552 -1.8997 0.10
H 3.6010 0.8049 -1.8094 0.06
H 3.2394 0.1544 -0.2277 0.06
H 0.4130 -0.0577 -1.3550 0.01
H 1.9421 2.4553 -1.4481 0.03
H 1.1347 2.1122 -3.7458 0.06
H 2.3102 0.8283 -3.6222 0.05
H 0.8427 -0.6887 -4.5069 0.10
H -0.3250 -0.3720 -3.2526 0.07
H -0.8700 1.8080 -4.7069 0.06
H -0.1387 0.8361 -6.0117 0.06
H 0.0496 1.5291 0.8562 0.06
H 1.2584 0.2690 0.9254 0.05
H 2.5129 1.8140 2.0644 0.11
H 2.8823 2.4687 0.4723 0.09
H 0.3717 3.6226 1.4128 0.11
H 1.8947 4.4389 1.0635 0.12
H 2.0681 3.5117 5.3979 0.08
H 3.5815 2.7370 4.8585 0.09
H 3.6059 4.4174 5.4158 0.08
H -0.4606 2.7713 -2.5014 0.06
H -0.4781 3.0184 -0.7722 0.06
H -2.0084 1.0167 -2.4631 0.09
H -1.5922 0.5194 -0.8251 0.12
C 3.5725 -8.1132 2.7079 0.04
N 4.5015 -7.0064 2.3468 -0.46
O 4.5826 -6.6992 1.1783 0.07
O 5.1083 -6.4832 3.2600 0.06
H 3.1028 -8.4690 1.7992 0.09
H 4.1641 -8.8861 3.1893 0.10
H 2.8453 -7.7059 3.4037 0.10
```

Calculated values
Net charge: -1
Orbital gap: 5.78 eV



Ordered E_tot results: -8372.062 -372120.688 -56912.036 -92244.383; unit eV.